[1]
{
  "formula": "C23H25N7O2",
  "method": "ωB97M-V/def2-TZVPD",
  "smiles": "O=C(CCc1nnc2ccc(NCc3ccco3)nn12)N1CCN(c2ccccc2)CC1",
  "lumo_energy_ha": 0.00957,
  "homo_energy_ev": -7.92,
  "de_lowest_kj_mol": 285.31,
  "charge": 0,
  "energy_ha": -1425.19619,
  "gap_ha": 0.3006,
  "symbols": ["O", "C", "N", "C", "H", "C", "N", "C", "C", "C", "C", "C", "C", "H", "H", "H", "H", "H", "C", "H", "C", "H", "H", "H", "H", "H", "H", "C", "C", "C", "N", "N", "C", "C", "C", "C", "N", "N", "N", "H", "C", "C", "C", "C", "C", "O", "H", "H", "H", "H", "H", "H", "H", "H", "H", "H", "H"],
  "positions_angstrom": [[-0.707, -0.706, 2.313], [-0.439, -1.348, 1.312], [-0.602, -0.815, 0.076], [-0.454, -1.447, -1.213], [0.016, -2.425, -1.136], [-1.820, -1.573, -1.901], [-2.401, -0.256, -2.027], [-3.335, 0.003, -3.028], [-3.924, -1.010, -3.787], [-4.798, -0.707, -4.814], [-5.117, 0.607, -5.107], [-4.539, 1.621, -4.361], [-3.658, 1.327, -3.341], [-3.199, 2.135, -2.791], [-4.770, 2.653, -4.582], [-5.803, 0.839, -5.907], [-5.243, -1.510, -5.383], [-3.715, -2.047, -3.571], [-2.557, 0.378, -0.733], [-3.004, 1.363, -0.849], [-1.194, 0.501, -0.053], [-1.298, 0.926, 0.946], [-0.532, 1.132, -0.656], [-3.216, -0.226, -0.086], [-1.665, -1.996, -2.894], [-2.460, -2.251, -1.312], [0.189, -0.813, -1.836], [0.120, -2.757, 1.417], [1.660, -2.733, 1.497], [2.262, -2.036, 0.337], [2.708, -2.538, -0.794], [3.119, -1.552, -1.587], [2.925, -0.414, -0.949], [3.132, 0.945, -1.273], [2.749, 1.873, -0.360], [2.174, 1.458, 0.892], [2.025, 0.198, 1.213], [2.377, -0.686, 0.291], [1.697, 2.381, 1.765], [2.075, 3.313, 1.694], [1.242, 1.956, 3.080], [2.384, 1.617, 3.985], [3.259, 2.413, 4.669], [4.174, 1.541, 5.306], [3.789, 0.283, 4.956], [2.713, 0.322, 4.158], [4.184, -0.681, 5.206], [4.997, 1.815, 5.933], [3.248, 3.483, 4.723], [0.648, 2.767, 3.504], [0.623, 1.065, 2.944], [2.866, 2.929, -0.549], [3.572, 1.201, -2.223], [2.036, -3.755, 1.538], [1.950, -2.193, 2.401], [-0.205, -3.393, 0.596], [-0.259, -3.174, 2.352]],
  "mulliken_charge": [-0.72, 0.63, 0.84, -1.01, 0.65, -1.34, 0.37, 0.46, -0.26, -0.75, -0.46, -0.66, -0.26, 0.38, 0.36, 0.38, 0.36, 0.39, -1.25, 0.55, -0.70, 0.45, 0.28, 0.24, 0.64, 0.29, 0.17, -0.89, -0.56, 0.62, -0.56, -0.73, 0.75, -0.90, -0.54, 0.39, -0.60, 0.44, -0.05, 0.30, -0.26, 0.33, -0.73, -0.47, -0.44, -0.11, 0.45, 0.42, 0.47, 0.53, -0.19, 0.45, 0.46, 0.44, 0.18, 0.31, 0.45]
}



[2]
{
  "formula": "C23H26AsCeN4O7S3",
  "method": "ωB97M-V/def2-TZVPD",
  "lumo_energy_ha": [0.15778, 0.15778],
  "homo_energy_ev": [-1.93, -1.94],
  "de_lowest_kj_mol": 95.77,
  "charge": -2,
  "energy_ha": -5543.51289,
  "spin_multiplicity": 2,
  "gap_ha": [0.2289, 0.2291],
  "symbols": ["Ce", "C", "N", "C", "C", "N", "C", "C", "C", "C", "C", "C", "C", "S", "C", "C", "C", "C", "C", "C", "S", "H", "H", "H", "H", "H", "H", "H", "H", "H", "H", "H", "H", "H", "H", "H", "H", "H", "H", "O", "As", "O", "O", "C", "C", "C", "C", "C", "C", "S", "O", "O", "O", "H", "H", "H", "H", "H", "O", "C", "N", "N", "H", "H", "H"],
  "positions_angstrom": [[0.190, 0.061, -0.558], [-3.123, 0.251, 2.180], [-1.722, -0.177, 2.289], [-0.982, 0.661, 3.207], [-0.755, 2.055, 2.650], [0.211, 2.162, 1.539], [1.578, 2.020, 2.036], [-0.041, 3.414, 0.842], [0.707, 4.544, 1.150], [0.465, 5.762, 0.526], [-0.556, 5.839, -0.408], [-1.307, 4.713, -0.711], [-1.080, 3.467, -0.112], [-2.038, 2.064, -0.542], [-1.688, -1.582, 2.546], [-1.496, -2.078, 3.829], [-1.415, -3.449, 4.069], [-1.551, -4.319, 2.998], [-1.772, -3.824, 1.715], [-1.855, -2.450, 1.443], [-2.095, -1.859, -0.189], [-3.580, 0.275, 3.186], [-3.657, -0.455, 1.548], [-3.193, 1.225, 1.703], [-0.029, 0.178, 3.426], [-1.517, 0.788, 4.167], [-0.400, 2.700, 3.472], [-1.700, 2.467, 2.301], [1.772, 2.648, 2.919], [2.281, 2.278, 1.247], [1.758, 0.982, 2.319], [1.507, 4.476, 1.875], [1.079, 6.625, 0.758], [-0.755, 6.772, -0.924], [-2.086, 4.766, -1.462], [-1.385, -1.384, 4.655], [-1.247, -3.820, 5.074], [-1.476, -5.390, 3.151], [-1.853, -4.500, 0.872], [2.162, -3.005, -3.560], [1.066, -3.101, -2.187], [0.159, -4.450, -2.312], [0.356, -1.562, -2.063], [2.356, -3.359, -0.743], [2.264, -4.622, -0.174], [3.186, -5.039, 0.782], [4.220, -4.203, 1.159], [4.324, -2.928, 0.612], [3.393, -2.500, -0.323], [3.446, -0.785, -0.811], [4.716, -0.240, -0.421], [3.108, -0.733, -2.211], [2.322, -0.246, 0.031], [2.582, -2.128, -3.534], [1.460, -5.267, -0.506], [3.094, -6.023, 1.226], [4.946, -4.532, 1.894], [5.113, -2.250, 0.911], [2.234, 3.687, -2.879], [1.644, 2.818, -2.303], [1.060, 1.953, -1.732], [1.223, -1.760, 2.166], [1.106, -2.034, 3.135], [2.212, -1.670, 1.970], [0.882, -2.555, 1.629]],
  "lowdin_spin": [1.01, 0.00, 0.00, 0.00, 0.00, 0.00, 0.00, 0.00, 0.00, 0.00, 0.00, 0.00, 0.00, 0.00, 0.00, 0.00, 0.00, 0.00, 0.00, 0.00, 0.00, 0.00, 0.00, 0.00, 0.00, 0.00, 0.00, 0.00, 0.00, 0.00, 0.00, 0.00, 0.00, 0.00, 0.00, 0.00, 0.00, 0.00, 0.00, 0.00, 0.00, 0.00, 0.00, 0.00, 0.00, 0.00, 0.00, 0.00, 0.00, 0.00, 0.00, 0.00, 0.00, 0.00, 0.00, 0.00, 0.00, 0.00, 0.00, 0.00, 0.00, 0.00, 0.00, 0.00, 0.00]
}



[3]
{
  "formula": "C23H26F2PPd",
  "method": "ωB97M-V/def2-TZVPD",
  "lumo_energy_ha": [-0.18035, -0.17166],
  "homo_energy_ev": [-11.11, -10.96],
  "de_lowest_kj_mol": 213.54,
  "charge": 1,
  "energy_ha": -1560.72723,
  "gap_ha": [0.2280, 0.2311],
  "symbols": ["Pd", "C", "C", "C", "C", "C", "C", "C", "C", "C", "H", "H", "H", "H", "H", "H", "H", "H", "H", "H", "H", "H", "C", "P", "C", "C", "C", "C", "C", "C", "C", "C", "C", "C", "C", "C", "H", "H", "H", "H", "H", "H", "H", "H", "H", "H", "H", "H", "H", "F", "C", "F", "H"],
  "positions_angstrom": [[-0.014, 0.297, -1.104], [-0.768, -0.667, -5.055], [-1.201, -0.725, -3.627], [-1.893, 0.352, -3.052], [-2.372, 0.303, -1.734], [-3.203, 1.430, -1.193], [-2.117, -0.855, -0.970], [-1.424, -1.950, -1.536], [-1.286, -3.223, -0.761], [-0.968, -1.864, -2.854], [0.206, -0.186, -5.139], [-1.475, -0.093, -5.648], [-0.681, -1.668, -5.469], [-2.124, 1.222, -3.655], [-2.595, 2.327, -1.057], [-3.660, 1.159, -0.242], [-3.990, 1.679, -1.903], [-2.569, -0.966, 0.013], [-0.359, -3.230, -0.186], [-1.269, -4.075, -1.436], [-2.112, -3.334, -0.063], [-0.483, -2.722, -3.303], [3.036, -0.428, 0.379], [1.258, -0.280, 0.778], [1.120, -1.223, 2.328], [0.747, -0.610, 3.519], [0.741, -1.349, 4.688], [1.085, -2.692, 4.669], [1.435, -3.307, 3.477], [1.448, -2.576, 2.306], [0.964, 1.470, 1.226], [-0.380, 1.885, 1.205], [-0.704, 3.207, 1.444], [0.301, 4.122, 1.725], [1.627, 3.721, 1.734], [1.965, 2.405, 1.467], [3.629, -0.238, 1.274], [3.294, 0.281, -0.408], [3.244, -1.438, 0.026], [0.486, 0.441, 3.529], [0.482, -0.866, 5.617], [1.086, -3.257, 5.587], [1.709, -4.349, 3.464], [1.722, -3.052, 1.373], [-1.171, 1.143, 1.065], [-1.733, 3.532, 1.409], [0.049, 5.149, 1.942], [2.405, 4.438, 1.944], [3.001, 2.107, 1.470], [1.967, 2.014, -1.718], [0.744, 1.811, -2.305], [-0.060, 2.823, -1.843], [0.856, 1.904, -3.394]],
  "mulliken_charge": [0.12, -1.48, 1.07, -0.70, 0.87, -1.84, -1.17, 1.28, -1.41, -0.76, 0.28, 0.39, 0.42, 0.52, 0.20, 0.37, 0.46, 0.36, 0.15, 0.47, 0.38, 0.52, -1.62, 1.20, 0.88, -0.23, -0.71, -0.49, -0.76, -0.50, 0.29, -0.16, -0.89, -0.63, -0.61, -0.66, 0.48, 0.41, 0.40, 0.38, 0.42, 0.41, 0.41, 0.32, 0.59, 0.46, 0.41, 0.42, 0.41, -0.21, 0.04, -0.22, 0.25]
}



no.,molar mass (g/mol)
1,431.50
2,781.72
3,477.85